66
Properties=species:S:1:pos:R:3:forces:R:3:nbo_charge:R:1 method="wB97M-V/def2-TZVPD" relative_energy_kcal_mol=20.63 charge=+1 homo_energy_ha="-0.40232 / -0.40450" spin_multiplicity=3 s_squared=2.0341
W 0.620380 0.524575 0.558815 0.85 1.57 0.68 1.35
S -0.666848 2.525357 0.310101 0.49 -1.19 0.04 0.04
C -2.312969 2.052252 -0.196853 0.07 -0.15 -0.04 -0.19
C -3.277213 3.054304 -0.272190 0.14 0.06 0.03 -0.21
C -4.566348 2.742140 -0.665865 -0.05 0.03 -0.01 -0.18
C -4.902945 1.434733 -0.993745 -0.01 -0.02 -0.03 -0.22
C -3.941444 0.441454 -0.920191 0.24 -0.12 0.05 -0.13
C -2.642577 0.738459 -0.519029 0.15 0.00 0.11 -0.37
As -1.274274 -0.675168 -0.410636 -2.78 -0.95 -1.43 1.13
C -1.222133 -1.090671 -2.324712 0.43 0.23 0.13 -0.34
C -1.286764 0.014169 -3.177743 -0.11 0.01 0.18 -0.18
C -1.147538 -0.144450 -4.547524 0.05 0.01 -0.10 -0.24
C -0.932538 -1.408643 -5.079875 -0.01 0.01 0.01 -0.20
C -0.847500 -2.504933 -4.235288 -0.01 0.00 -0.04 -0.19
C -0.974098 -2.347753 -2.862200 0.02 -0.04 0.20 -0.20
C -2.330266 -1.976473 0.580917 0.28 0.12 0.23 -0.34
C -2.379425 -3.334220 0.296432 0.10 0.14 -0.17 -0.20
C -3.045566 -4.193617 1.156166 -0.04 -0.04 -0.03 -0.19
C -3.643249 -3.707510 2.308925 -0.01 0.04 0.00 -0.18
C -3.597151 -2.350514 2.593172 -0.04 -0.05 0.04 -0.21
C -2.945334 -1.485319 1.731263 0.03 0.08 -0.15 -0.15
H -3.004010 4.071048 -0.018543 -0.06 0.01 0.00 0.23
H -5.312001 3.524542 -0.715796 0.00 -0.01 -0.01 0.23
H -5.909775 1.191435 -1.305361 0.00 0.01 0.01 0.23
H -4.173389 -0.588016 -1.168347 -0.16 0.04 -0.02 0.22
H -1.477672 0.999609 -2.764475 0.00 0.00 -0.08 0.21
H -1.217544 0.716053 -5.201385 -0.02 0.00 0.02 0.22
H -0.830621 -1.538203 -6.149316 0.00 0.00 0.00 0.22
H -0.664821 -3.489671 -4.644783 -0.01 -0.01 0.01 0.23
H -0.840618 -3.194733 -2.208240 0.03 -0.03 -0.05 0.24
H -1.885174 -3.721526 -0.580157 0.01 -0.09 0.05 0.22
H -3.081850 -5.251155 0.929742 0.00 0.01 0.00 0.22
H -4.141417 -4.385320 2.989241 0.00 0.00 -0.01 0.22
H -4.056691 -1.965108 3.493271 0.01 0.00 0.00 0.23
H -2.914975 -0.426169 1.956103 0.01 0.00 0.06 0.22
O 2.254682 -3.650180 1.198669 0.40 -0.02 0.02 -0.97
P 1.364118 -2.399788 0.860988 -0.73 -0.29 -0.03 2.59
O 0.511614 -2.652558 -0.319084 0.18 -0.25 0.08 -1.12
O 2.190949 -1.111385 0.801417 -1.21 1.12 0.01 -1.11
O 0.413033 -2.255507 2.178185 0.29 0.04 0.25 -1.10
P 0.284973 -1.051817 3.250019 0.60 -0.38 -0.07 2.56
O 1.828613 -0.626432 3.534953 -0.13 -0.19 0.44 -1.02
O -0.409840 -1.449003 4.460128 -0.26 0.04 0.02 -1.06
O -0.207625 0.144774 2.396544 0.76 -0.07 -0.81 -1.07
H 2.903271 -3.524810 1.905540 -0.14 0.01 -0.11 0.52
H 2.071969 -0.950634 4.416898 -0.06 0.11 -0.16 0.52
C 4.086930 2.790862 2.995252 0.03 0.05 0.11 -0.43
N 4.215075 2.792291 1.541700 0.03 -0.14 -0.05 -0.40
C 5.587701 2.773443 1.031295 0.08 0.01 -0.01 -0.41
C 3.210350 2.219085 0.840948 -0.28 0.07 0.02 0.68
N 2.185401 1.641750 1.374154 0.79 0.60 0.49 -0.83
N 3.287961 2.367352 -0.536755 0.26 0.15 -0.05 -0.60
C 2.607163 1.711955 -1.526231 -0.25 -0.33 0.04 0.68
N 3.028533 1.969508 -2.777638 0.06 0.18 -0.06 -0.77
N 1.636436 0.880071 -1.287300 0.30 -0.06 0.16 -0.79
H 4.854697 3.437395 3.409922 0.01 0.02 -0.03 0.23
H 4.209621 1.791167 3.423787 -0.01 -0.01 -0.03 0.21
H 3.118619 3.197888 3.284217 0.01 -0.01 0.00 0.23
H 6.191001 3.422778 1.658588 -0.01 0.03 -0.01 0.23
H 5.662322 3.155678 0.015387 0.02 0.03 0.04 0.19
H 6.014230 1.767486 1.056909 -0.04 0.00 0.01 0.21
H 2.277850 1.519099 2.378407 -0.02 -0.12 -0.01 0.41
H 3.965311 3.043405 -0.845235 -0.02 0.01 -0.02 0.42
H 3.695255 2.697434 -2.970109 0.02 -0.06 0.00 0.41
H 2.462040 1.669679 -3.553625 0.00 -0.03 0.00 0.42
H 1.324105 0.428050 -2.139823 -0.24 -0.16 0.06 0.41

17
Properties=species:S:1:pos:R:3:forces:R:3:nbo_charge:R:1 method="wB97M-V/def2-TZVPD" relative_energy_kcal_mol=98.27 smiles=N[C@H](C[O-])CCO charge=-1 homo_energy_ha=-0.08256 spin_multiplicity=1
N 1.443934 0.934769 -0.096156 -0.53 2.36 1.18 -0.88
C 0.251288 0.214352 0.437208 0.90 -4.64 0.21 -0.11
C 0.783042 -0.734526 1.742774 -0.61 1.34 -1.55 0.01
O 1.122159 0.030029 2.725664 1.04 1.39 1.66 -0.94
C -0.300147 -0.785503 -0.670725 2.03 2.63 -1.10 -0.45
C -1.032677 0.234590 -1.674441 -0.56 -1.30 1.77 -0.06
O -2.437925 0.252954 -1.258692 -0.15 -0.94 -2.82 -0.76
H 2.065648 0.975636 0.720009 0.15 -0.79 0.15 0.38
H 1.341490 2.007199 -0.112976 -0.67 -1.96 -0.45 0.33
H -0.562164 0.700022 0.902410 -0.83 1.47 0.21 0.15
H 1.586089 -1.200530 1.180078 1.15 -1.08 -0.29 0.05
H 0.114178 -1.546856 2.124869 -0.70 -0.04 -1.09 0.08
H 0.559233 -1.318408 -1.160538 -0.30 0.97 0.22 0.19
H -0.817878 -1.644863 -0.272527 -1.23 0.33 0.16 0.21
H -0.737856 1.271692 -1.420120 0.76 -0.71 -0.78 0.17
H -0.892065 -0.018804 -2.760417 -0.71 0.35 1.00 0.16
H -2.486357 0.628244 -0.406419 0.26 0.59 1.50 0.46

16
Properties=species:S:1:pos:R:3:forces:R:3:nbo_charge:R:1 method="wB97M-V/def2-TZVPD" relative_energy_kcal_mol=60.44 charge=-1 homo_energy_ha=-0.18321 spin_multiplicity=1
Be -20.289690 6.385760 17.646170 2.68 -3.14 3.72 1.47
B -18.653140 4.551160 16.695690 -2.44 -0.35 0.10 -0.90
H -18.474380 5.615240 16.690240 0.84 5.57 0.07 -0.02
H -19.127120 4.218810 17.606260 -1.63 -1.23 3.50 0.03
H -19.340890 4.273060 15.912180 -2.75 -0.92 -3.55 -0.02
H -17.751050 3.992480 16.499880 3.70 -1.47 -0.44 0.09
B -18.345150 5.966270 19.661140 0.68 -1.91 0.36 -0.77
H -18.859220 5.047270 19.425730 -1.87 -2.97 -0.99 0.01
H -18.804890 6.844930 19.235880 -2.72 4.71 -2.74 -0.08
H -18.296590 5.952090 20.738950 -0.30 0.85 4.18 0.01
H -17.336840 5.858380 19.292490 3.89 0.08 -1.95 -0.01
B -21.491220 5.996510 20.007950 0.94 0.11 -0.07 -0.87
H -20.674630 6.543990 20.452570 2.64 2.39 1.31 0.03
H -22.120340 5.610690 20.795090 -3.09 -1.64 2.24 0.05
H -22.018750 6.594360 19.280950 -2.65 3.55 -3.55 -0.04
H -20.973830 5.188580 19.514190 2.08 -3.62 -2.19 0.02